(1)
The following is a quantum chemistry calculation of a molecular structure, C22H44O44S11 in a non-equilibrium geometry, from the OMol25 dataset.

## Properties
- Net charge: 0
- Molar mass: 1365.3 g mol⁻¹
- Total energy: -8554.9591 Ha
- LUMO level: -0.34 eV
- Multiplicity: 1
- Highest occupied orbital energy: -10.574 eV

Last column: Mulliken charge in e.
Cartesian coordinates (Å):
C  1.9487  -3.8952  3.1847  0.63
C  2.6315  -5.0597  2.3845  -0.09
O  3.3052  -5.8123  3.3936  -0.36
S  3.9080  -4.8199  4.4533  1.07
O  4.9714  -4.0006  3.9211  -0.48
O  4.1418  -5.4832  5.6947  -0.58
O  2.5880  -3.8966  4.4496  -0.31
H  0.8710  -3.9571  3.3162  -0.31
H  2.1453  -2.9828  2.6185  -0.05
H  3.3206  -4.6392  1.6583  0.08
H  1.8524  -5.6941  1.9751  0.37
C  -2.2602  6.4968  -1.9851  -0.35
C  -1.5818  6.5230  -0.6019  -0.31
O  -0.6400  5.4954  -0.6693  -0.30
S  -1.1821  4.2103  -1.4726  0.97
O  -2.0856  3.4149  -0.6778  -0.19
O  -0.1053  3.6642  -2.2192  -0.56
O  -2.2011  5.1039  -2.3281  -0.39
H  -1.6376  7.1354  -2.6139  0.29
H  -3.2854  6.8461  -2.0290  0.32
H  -2.2723  6.3185  0.2257  0.12
H  -1.0936  7.4603  -0.3417  0.33
C  -3.4118  -2.5607  -2.2477  -0.04
C  -3.5385  -3.4960  -1.0304  0.19
O  -2.6000  -4.5594  -1.2552  -0.33
S  -1.6626  -4.2523  -2.5592  0.96
O  -1.3964  -5.4179  -3.3232  -0.62
O  -0.5884  -3.4097  -2.1336  -0.29
O  -2.8588  -3.3928  -3.2661  -0.45
H  -2.6752  -1.7729  -2.1070  0.06
H  -4.4384  -2.3348  -2.5252  0.38
H  -4.5331  -3.8820  -0.8270  0.31
H  -3.2468  -2.9104  -0.1579  -0.11
C  6.6942  0.8653  -4.8245  -0.25
C  5.8220  0.0868  -5.8163  -0.43
O  5.4955  -1.1703  -5.2856  -0.36
S  5.3418  -0.9809  -3.6858  1.06
O  5.6151  -2.2182  -3.0457  -0.48
O  4.1108  -0.2973  -3.4175  -0.42
O  6.5732  0.0593  -3.6274  -0.30
H  6.3570  1.8920  -4.7198  0.25
H  7.7519  0.7890  -5.0650  0.29
H  6.3176  -0.0110  -6.7799  0.33
H  4.8989  0.6580  -5.9528  0.26
C  1.4103  0.8834  0.1317  0.35
C  1.2151  0.4745  -1.3076  0.35
O  0.1530  -0.4607  -1.2664  -0.12
S  -0.4927  -0.6791  0.2605  0.32
O  0.1911  -1.7434  0.9257  -0.37
O  -1.9237  -0.6273  0.2748  0.26
O  0.1491  0.6975  0.7054  -0.40
H  1.8504  1.8725  0.2193  0.06
H  2.1018  0.1470  0.5553  -0.21
H  2.1582  0.1058  -1.7187  -0.08
H  0.9836  1.3265  -1.9517  0.02
C  -2.0249  -3.9201  3.0470  0.06
C  -2.0495  -2.8013  4.0599  0.11
O  -2.9887  -3.1868  5.0394  -0.39
S  -4.1200  -4.2057  4.4803  1.07
O  -5.3580  -3.4781  4.4622  -0.50
O  -4.1287  -5.5114  5.0421  -0.57
O  -3.4156  -4.3104  2.9844  -0.33
H  -1.3597  -4.7539  3.2690  0.30
H  -1.8016  -3.5574  2.0447  0.03
H  -2.3566  -1.8054  3.7235  0.00
H  -1.1237  -2.5736  4.5948  0.27
C  5.7043  -0.6240  -0.0734  0.16
C  4.6680  -1.4406  0.6917  0.40
O  5.0378  -2.8013  0.5215  -0.26
S  6.6387  -2.9052  0.2803  1.13
O  6.7991  -3.9765  -0.6546  -0.55
O  7.3440  -2.8961  1.5285  -0.56
O  6.8058  -1.4700  -0.4568  -0.30
H  6.1649  0.2816  0.3121  0.35
H  5.1889  -0.3423  -0.9953  -0.27
H  3.6800  -1.2187  0.2944  -0.44
H  4.6005  -1.0427  1.7090  0.25
C  -3.0784  1.6904  -4.9856  -0.47
C  -2.3429  2.2836  -3.7904  -0.42
O  -1.7228  1.1270  -3.2724  0.10
S  -0.9133  0.4343  -4.5410  0.95
O  -1.0085  -0.9718  -4.2969  -0.40
O  0.3759  1.0209  -4.8366  -0.58
O  -2.0542  0.9329  -5.6250  -0.41
H  -3.5664  2.3678  -5.6882  0.35
H  -3.8933  0.9985  -4.7478  0.28
H  -3.0121  2.7221  -3.0553  0.21
H  -1.5959  3.0042  -4.1256  0.32
C  -3.6578  2.1427  1.4176  0.28
C  -2.9575  3.2345  2.3483  0.09
O  -3.6791  3.1159  3.5852  -0.51
S  -4.2354  1.5668  3.7690  0.93
O  -5.3826  1.4623  4.5858  -0.55
O  -3.1173  0.6946  3.9991  -0.49
O  -4.6447  1.5542  2.2089  -0.13
H  -2.9722  1.3728  1.0742  -0.27
H  -4.0868  2.6631  0.5666  0.40
H  -3.0454  4.2797  2.0712  0.03
H  -1.9083  2.9557  2.4428  0.26
C  -8.0985  -0.2937  1.0558  -0.31
C  -8.1467  -1.3230  -0.0288  -0.48
O  -6.9095  -1.2050  -0.7768  -0.33
S  -5.7487  -0.8919  0.2781  1.07
O  -4.7351  -0.0356  -0.2751  -0.28
O  -5.3769  -2.0998  0.9317  -0.58
O  -6.7198  0.0375  1.2205  -0.33
H  -8.5965  -0.6793  1.9440  0.29
H  -8.5675  0.6319  0.7217  0.30
H  -8.9010  -1.0691  -0.7690  0.29
H  -8.2192  -2.3388  0.3549  0.29
C  4.9847  4.9170  3.3391  -0.38
C  6.0543  5.2887  2.2596  -0.23
O  5.6598  4.5782  1.1248  -0.34
S  4.2373  3.8208  1.1618  1.16
O  4.4442  2.3997  1.2840  -0.48
O  3.2778  4.3309  0.2240  -0.52
O  3.8764  4.3355  2.6530  -0.34
H  4.5447  5.7911  3.8149  0.28
H  5.4118  4.2784  4.1103  0.27
H  6.9852  4.9371  2.6941  0.29
H  5.9742  6.3684  2.1570  0.28

(2)
The following is a quantum chemistry calculation of C3H5NO2 in the gas phase in a non-equilibrium geometry, from the OMol25 dataset.

## Properties
- Net charge: 0
- Structure (SMILES): O=C(O)[C@@H]1CN1
- Molar mass: 87.1 g mol⁻¹
- Total energy: -322.4256 Ha
- LUMO level: 0.60 eV
- Multiplicity: 1
- Highest occupied orbital energy: -10.107 eV

Last column: Mulliken charge in e.
Cartesian coordinates (Å):
C  1.5444  -0.0785  0.1273  0.55
C  0.1019  -0.4603  0.1809  -0.11
C  -1.0471  -0.0434  -0.6858  -0.25
H  0.9365  1.6973  0.1852  0.30
H  -0.2238  -1.5846  0.1868  0.32
H  -1.6637  -0.9808  -1.1475  0.20
H  -1.2967  0.8810  -1.3203  0.21
H  -1.5060  -0.1542  1.7429  0.30
N  -1.1391  0.2272  0.7163  -0.55
O  1.6947  1.2905  -0.0165  -0.42
O  2.5989  -0.7944  0.0307  -0.56

(3)
The following is a quantum chemistry calculation of 2 unconnected molecules or ions with the total composition C7H11N2PS in a non-equilibrium geometry, from the OMol25 dataset.

## Properties
- Net charge: 0
- Molar mass: 186.2 g mol⁻¹
- Total energy: -1122.3501 Ha
- LUMO level: 0.01 eV
- Multiplicity: 1
- Highest occupied orbital energy: -9.087 eV

Last column: Mulliken charge in e.
Cartesian coordinates (Å):
C  3.1830  1.6709  0.0167  -0.21
C  2.1014  2.3737  -0.4648  -0.64
C  3.1397  0.3428  0.3507  -0.55
C  0.8651  1.7175  -0.5846  -0.18
C  1.9074  -0.2688  0.2772  -0.12
C  0.7926  0.3048  -0.2886  0.56
C  -0.5366  -0.3662  -0.4307  -0.73
N  -1.9154  0.1665  2.0955  -0.62
N  -3.2369  -2.9740  -0.7279  -0.69
P  -1.7107  0.5456  0.6088  0.51
S  -2.8787  1.8211  -0.2566  -0.35
H  4.1260  2.2654  0.3847  0.20
H  2.0053  3.4111  -0.6647  0.41
H  4.0182  -0.1669  0.7361  0.38
H  -0.0461  2.3894  -0.6169  0.09
H  1.8078  -1.3573  0.7070  0.18
H  -0.9193  -0.3703  -1.4887  0.27
H  -0.5827  -1.4709  -0.2850  0.51
H  -1.3728  -0.5045  2.6046  0.27
H  -3.1251  -3.8245  -0.0647  0.24
H  -4.0102  -2.3297  -0.3778  0.24
H  -3.6123  -3.3756  -1.5303  0.23

(4)
The following is a quantum chemistry calculation of 10 unconnected molecules or ions with the total composition H21O10 in a non-equilibrium geometry, from the OMol25 dataset.

## Properties
- Net charge: +1
- Molar mass: 181.2 g mol⁻¹
- Total energy: -764.7760 Ha
- LUMO level: -2.95 eV
- Multiplicity: 1
- Highest occupied orbital energy: -14.670 eV

Last column: Mulliken charge in e.
Cartesian coordinates (Å):
O  1.7369  -1.9231  -0.0462  -0.74
H  1.4091  -1.8526  0.8660  0.42
H  1.0616  -2.0103  -0.7229  0.32
O  -0.9500  -0.2460  -2.9780  -0.70
H  -1.6035  0.2548  -3.4828  0.33
H  -1.5228  -0.8409  -2.4496  0.38
O  -1.3726  2.6583  -0.9154  -0.68
H  -0.0940  2.3441  -1.5773  0.48
H  -1.5978  1.8726  -0.3914  0.35
O  2.1647  0.5482  -0.7953  -0.66
H  3.0456  0.8753  -0.5884  0.29
H  2.0444  -0.4030  -0.4951  0.41
O  1.4625  -1.9716  2.6226  -0.68
H  0.8415  -1.2190  2.5813  0.39
H  2.2290  -1.5860  3.0565  0.32
O  -2.4637  -1.5509  -1.0794  -0.78
H  -2.5817  -2.3773  -1.5680  0.31
H  -1.9116  -1.7793  -0.3198  0.46
O  0.6219  1.8864  -2.1858  -0.48
H  1.4003  1.5445  -1.5773  0.56
H  0.3043  0.9843  -2.4114  0.37
O  0.6374  3.3697  0.6567  -0.65
H  1.2506  3.1647  1.3735  0.30
H  0.8631  4.3000  0.4911  0.33
O  -0.8169  -0.1191  2.8549  -0.62
H  -1.4219  -0.7366  3.2656  0.31
O  -0.9546  -2.6295  0.7485  -0.67
H  -0.2436  -3.2415  0.5361  0.32
H  -0.9756  3.1699  -0.1817  0.42
H  -0.9082  0.6050  3.4931  0.29
H  -1.6542  -3.0911  1.2200  0.31